Record 1
DFT (ωB97M-V/def2-TZVPD) results for an isolated ion of composition C6H18NP2 and charge +1.

CARTESIAN COORDINATES (ANGSTROEM)
C (-0.344, 3.182, -0.838)
P (-0.715, 1.529, 0.005)
C (-0.391, 1.522, 1.781)
C (-2.370, 0.901, -0.464)
N (0.422, 0.189, -0.912)
P (0.768, -1.201, -0.206)
C (2.326, -1.218, 0.824)
C (-0.557, -2.040, 0.665)
C (1.241, -2.320, -1.747)
H (-0.889, 3.190, -1.882)
H (-0.533, 4.147, -0.441)
H (0.754, 3.169, -1.086)
H (-0.695, 2.393, 2.314)
H (-1.003, 0.706, 2.208)
H (0.624, 1.316, 1.909)
H (-2.187, -0.072, -0.773)
H (-2.844, 0.771, 0.516)
H (-2.972, 1.333, -1.190)
H (1.904, -0.985, 1.894)
H (2.875, -0.449, 0.351)
H (2.907, -2.196, 0.805)
H (-0.361, -1.569, 1.674)
H (-0.437, -3.148, 0.613)
H (-1.477, -1.757, 0.210)
H (1.549, -3.323, -1.540)
H (2.079, -1.790, -2.375)
H (0.327, -2.280, -2.316)

Values from the calculation:
* F_max: 5.29 eV Å⁻¹
* total energy: -26574.453 eV
* structure (SMILES): CP(C)(C)=[N+]=P(C)(C)C
* relative energy (zero: lowest compared OMol25 entry of this formula, charge and spin): 0.000 eV
* net charge: +1

Here are the Löwdin charges for atoms 1 to 4, given in e: atom 1 (C): -0.18, atom 2 (P): 0.93, atom 3 (C): -0.19, atom 4 (C): -0.17

Record 2
DFT (ωB97M-V/def2-TZVPD) results for one molecule with the formula C6H18O3Si3.

CARTESIAN COORDINATES (ANGSTROEM)
C (4.313, -1.094, 0.246)
Si (3.180, 0.266, 0.602)
C (2.412, 1.590, -0.560)
Si (0.692, 2.439, -0.513)
C (-0.703, 1.294, 0.153)
O (-1.991, 1.983, -0.054)
C (-3.190, 1.604, 0.658)
Si (-0.899, -0.521, -0.553)
O (0.691, -1.036, -0.410)
C (1.232, -2.325, -0.454)
O (-2.045, -1.308, 0.359)
C (-3.127, -2.072, 0.261)
H (4.711, -1.447, 1.129)
H (4.393, -1.426, -0.860)
H (2.904, 0.654, 2.027)
H (3.115, 2.417, -0.527)
H (2.625, 1.214, -1.558)
H (0.634, 3.522, 0.408)
H (0.437, 2.964, -1.864)
H (-0.425, 1.159, 1.195)
H (-3.531, 0.675, 0.239)
H (-3.911, 2.295, 0.482)
H (-3.120, 1.523, 1.717)
H (-1.281, -0.635, -2.025)
H (0.484, -3.103, -0.388)
H (2.093, -2.426, 0.291)
H (1.879, -2.374, -1.307)
H (-3.043, -2.714, -0.744)
H (-4.084, -1.625, 0.389)
H (-3.034, -2.795, 1.054)

Values from the calculation:
* F_max: 5.69 eV Å⁻¹
* total energy: -36286.832 eV
* structure (SMILES): C=[SiH]C[SiH2][C@@H](OC)[SiH](OC)OC
* relative energy (zero: lowest compared OMol25 entry of this formula, charge and spin): 4.997 eV

Here are the Löwdin charges for atoms 1 to 4, given in e: atom 1 (C): -0.26, atom 2 (Si): 0.71, atom 3 (C): -0.47, atom 4 (Si): 0.67